Molecular formula: C8H8N4S
Method: DFT, wB97M-V/def2-TZVPD

Geometry (Å):
S: 0.87220 -0.66900 -1.00344
N: 2.19551 1.69066 -0.85196
N: 3.25860 2.03914 -0.34077
N: 2.10458 0.33725 -0.57455
N: 3.92173 1.09503 0.32675
C: 3.10743 -1.22270 0.95864
C: -2.99123 -0.17210 0.03915
C: 3.21333 -0.01108 0.16331
C: -1.74582 -0.63390 -0.42647
C: -0.56321 0.15408 -0.26952
C: -3.11342 1.21237 0.24237
C: -0.70442 1.43695 0.25322
C: -1.95236 1.98601 0.32900
H: 2.12848 -1.34436 1.08992
H: -3.96661 -0.79968 0.10853
H: -1.93704 3.06025 0.56495
H: 0.00753 2.18424 0.30285
H: -4.12751 1.59729 0.37518
H: 3.52367 -2.06488 0.37651
H: -1.67783 -1.63616 -0.71469
H: 3.61688 -1.27243 1.90879

Calculated values
SMILES   Cc1nnnn1Sc1ccccc1
Total charge   0
Gap between HOMO and LUMO   9.39 eV
Lowest unoccupied orbital energy   0.6 eV
Spin multiplicity   1
Electronic energy   -926.7576 hartree

=====

Molecular formula: C27H33EuN3P2Se
Method: DFT, wB97M-V/def2-TZVPD

Geometry (Å):
Eu: 0.56227 -1.08236 -0.42631
Se: 0.35043 -0.55948 2.46580
P: 0.59213 1.56108 -1.70398
P: -2.20548 0.02001 0.21318
N: 1.26342 0.80259 4.79824
N: -0.97027 -1.19030 -2.43549
N: 2.10490 1.72704 3.01196
C: -3.03941 -2.05634 -1.52460
C: -0.01689 1.30442 -3.45008
C: 2.38133 1.67132 -2.09832
C: 1.60781 -1.36103 -5.68873
C: 1.22534 -2.54355 -5.05824
C: 0.54254 -0.06733 5.70870
C: 2.72153 2.34402 4.10324
C: -3.51259 -4.42247 -1.81548
C: 4.33652 3.45859 5.45432
C: 0.21207 3.32489 -1.43585
C: 0.39124 -2.48542 -3.94267
C: -2.90458 1.70977 0.30535
C: -3.06237 -0.64999 1.69841
C: -3.88289 -3.14947 -1.36205
C: 2.71644 1.94522 6.50264
C: 3.79845 2.83459 6.60171
C: 3.81895 3.19745 4.17356
C: -0.01654 -3.70004 -3.16259
C: -2.26586 -4.62948 -2.41007
C: -3.39601 -0.67457 -1.04080
C: -0.07875 -1.23757 -3.49161
C: 2.18643 1.75293 5.23293
C: -1.80538 -2.26787 -2.20448
C: 1.19904 -0.11777 -5.19207
C: -1.39830 -3.55264 -2.59222
C: 0.39098 -0.01642 -4.06487
C: 1.24468 0.73206 3.43045
H: 0.36386 2.14890 -4.04364
H: -1.11376 1.37070 -3.36873
H: 4.23611 3.04681 7.58006
H: 2.28480 1.40096 7.34688
H: -4.20857 -5.25421 -1.70331
H: 0.52003 3.58996 -0.41671
H: 0.75083 3.95723 -2.15240
H: 0.00600 0.54490 6.43997
H: 2.29959 1.92653 2.03184
H: -4.84610 -3.00062 -0.86514
H: -3.93822 1.67401 0.67997
H: 4.22150 3.62592 3.25940
H: 2.23460 -1.39977 -6.58239
H: 0.02940 -4.58988 -3.79514
H: 0.70287 -3.85476 -2.32187
H: -2.88395 2.18456 -0.68377
H: -0.17296 -0.66772 5.13413
H: 2.78119 0.67922 -2.35256
H: -2.61756 -0.19611 2.59400
H: -0.86728 3.49419 -1.51703
H: 2.52855 2.35323 -2.94745
H: 5.17306 4.14733 5.57872
H: -2.92382 -1.73611 1.73760
H: -3.38376 0.05506 -1.86509
H: 1.52543 0.80395 -5.68290
H: 1.23260 -0.73239 6.24053
H: -2.28759 2.29579 0.99861
H: 2.92098 2.04466 -1.21746
H: -1.96467 -5.61891 -2.75420
H: -0.72547 -2.33315 0.41736
H: -4.13257 -0.40486 1.63281
H: 1.55694 -3.51441 -5.42378
H: -4.39323 -0.66295 -0.57827

Calculated values
Total charge   +1
Gap between HOMO and LUMO (alpha / beta)   4.46 / 5.95 eV
Lowest unoccupied orbital energy (alpha / beta)   -4.5 / -3.1 eV
Spin multiplicity   7
Electronic energy   -5007.1669 hartree

=====

Molecular formula: C22H18ClN7O
Method: DFT, wB97M-V/def2-TZVPD

Geometry (Å):
Cl: -6.66945 -7.09015 -0.62409
O: -2.23871 -1.74137 -0.28110
N: -1.96856 0.40124 0.15660
N: -4.47702 -1.79872 0.75665
N: 0.77655 -1.78108 -1.08784
N: 2.29595 3.36937 0.38004
N: 1.99813 -0.04455 -1.71326
N: -3.20704 0.09723 0.65467
N: 0.39729 1.66329 -1.12613
C: 0.59924 -3.11005 -0.57828
C: -1.39498 -0.68159 -0.39752
C: 5.56841 4.42125 2.76015
C: 3.38447 3.67354 1.11715
C: -6.55535 -4.76022 0.68603
C: 2.45838 3.12379 -0.89857
C: 5.75503 4.08968 1.47161
C: -5.05227 -4.92246 -1.12643
C: 0.01849 -0.67886 -0.79114
C: 1.34762 2.70928 -1.73386
C: -6.03420 -5.59253 -0.34058
C: 4.92826 3.51636 -0.67046
C: 1.91513 -1.33459 -1.63394
C: 3.77710 3.20758 -1.43889
C: 3.17591 4.15650 2.40886
C: -3.28534 -1.13240 0.42600
C: -4.51223 -3.71816 -0.72442
C: 4.69701 3.79036 0.67061
C: 4.25088 4.45979 3.19534
C: -6.11402 -3.49599 1.00835
C: -5.01155 -3.00163 0.34800
C: 0.83900 0.35599 -1.17717
H: -3.71915 -3.23659 -1.31580
H: 6.71515 3.96887 1.02812
H: 0.86184 3.67961 -1.78327
H: 1.53023 -3.73455 -0.77596
H: -7.33130 -5.10672 1.37048
H: 2.82719 -1.97601 -2.03780
H: 3.94809 3.14186 -2.56436
H: -6.51906 -2.96211 1.84246
H: 4.10022 4.82519 4.15073
H: 6.35423 4.64633 3.38513
H: -0.32716 -3.62819 -1.03786
H: -0.42057 1.89424 -0.55271
H: 0.36501 -3.08510 0.50956
H: 5.87947 3.59158 -1.20441
H: 1.68261 2.31940 -2.71232
H: -4.72309 -5.40412 -2.07603
H: -5.11183 -1.19195 1.18905
H: 2.22602 4.10738 2.88856

Calculated values
SMILES   Cn1cnc(NCc2ccc3ccccc3n2)c1-c1nnc(Nc2ccc(Cl)cc2)o1
Total charge   0
Gap between HOMO and LUMO   7.76 eV
Lowest unoccupied orbital energy   0.5 eV
Spin multiplicity   1
Electronic energy   -1767.8014 hartree

=====

Molecular formula: C24H20F4In
Method: DFT, wB97M-V/def2-TZVPD

Geometry (Å):
In: -8.92765 11.99636 14.90236
F: -6.33420 10.87274 15.92056
F: -7.70754 9.77539 13.47398
F: -8.93767 11.84086 11.92454
F: -8.02858 14.68504 15.77887
C: -8.86712 11.92702 10.58071
C: -4.42163 10.17957 18.87883
C: -5.64559 7.93452 11.17479
C: -7.49487 15.81797 16.30130
C: -9.88022 12.38427 8.49529
C: -6.44323 17.91784 15.94468
C: -3.38924 11.14146 18.73419
C: -7.45110 15.93959 17.68807
C: -6.02428 8.87194 12.09503
C: -6.37952 18.07021 17.33770
C: -4.30279 11.84088 16.63178
C: -8.35833 8.10356 11.93444
C: -7.96378 7.17633 10.99591
C: -5.34276 10.93289 16.84748
C: -9.99530 12.31772 9.86745
C: -6.91060 17.07884 18.20049
C: -7.01632 16.78592 15.41570
C: -5.38753 10.05611 17.91797
C: -7.66904 11.50912 9.97170
C: -6.60223 7.05762 10.63870
C: -8.65998 12.04179 7.85899
C: -7.36190 8.90279 12.50608
C: -3.33077 11.94712 17.59190
C: -7.57465 11.57109 8.60396
H: -7.84391 15.15464 18.32063
H: -6.66511 11.25151 8.11654
H: -4.42444 9.52385 19.73862
H: -8.55692 12.15883 6.78774
H: -6.83516 11.15999 10.56766
H: -8.70173 6.52839 10.54363
H: -6.31221 6.32236 9.89954
H: -4.59879 7.88440 10.90877
H: -10.73857 12.68845 7.91214
H: -4.29298 12.53569 15.80210
H: -2.68122 11.27833 19.54053
H: -6.06544 18.68540 15.28417
H: -2.55721 12.69710 17.50583
H: -7.09664 16.64792 14.34570
H: -6.18258 9.32917 18.01731
H: -9.38403 8.13860 12.27795
H: -10.93937 12.53197 10.34927
H: -5.30642 9.53900 12.55604
H: -6.86977 17.25468 19.26647
H: -5.89762 18.91968 17.80387

Calculated values
Total charge   +3
Gap between HOMO and LUMO   1.63 eV
Lowest unoccupied orbital energy   -14.5 eV
Spin multiplicity   1
Electronic energy   -1514.9382 hartree